Below is a 12-piece molecular cluster, C72H204N27O18P9 overall in a non-equilibrium geometry, with properties calculated with ωB97M-V with the def2-TZVPD basis set.

Structure (XYZ):
```
330
Properties=species:S:1:pos:R:3:lowdin_charge:R:1
C -29.6583 7.0905 15.2425 -0.06
N -28.3786 6.3695 14.9328 -0.27
C -28.2156 5.1176 15.6734 -0.12
P -27.5324 6.3277 13.4902 0.50
O -26.1365 5.8565 13.6275 -0.28
N -28.2831 5.3326 12.3371 -0.31
C -29.7137 5.2332 12.1024 -0.09
C -27.4401 4.4163 11.6203 -0.13
N -27.7517 7.8827 12.9668 -0.30
C -27.1250 8.8501 13.8186 -0.16
C -27.4107 8.0428 11.4863 -0.07
H -29.5578 8.0642 14.8159 0.06
H -29.6890 7.2454 16.3456 0.07
H -30.5004 6.4913 14.9231 0.06
H -28.6692 5.1624 16.6504 0.05
H -27.1932 4.8411 15.9342 0.07
H -28.5853 4.2476 15.1370 0.07
H -30.0267 5.7785 11.1901 0.09
H -29.9682 4.1885 11.9468 0.06
H -30.2940 5.6314 12.9198 0.05
H -27.4472 3.3299 11.9509 0.09
H -27.8559 4.3968 10.5934 0.08
H -26.4495 4.8514 11.4944 0.08
H -27.4224 9.8967 13.7887 0.08
H -27.1671 8.4789 14.8554 0.08
H -26.0153 8.8346 13.5982 0.10
H -27.6556 9.0388 11.0668 0.09
H -27.9768 7.2864 10.9647 0.05
H -26.3568 7.8613 11.3491 0.07
C -37.0707 5.9880 13.5297 -0.13
N -35.9293 5.1248 13.4587 -0.29
C -35.4968 4.4162 14.6717 -0.09
P -34.9495 5.0016 12.0889 0.58
O -33.9401 3.9179 12.2579 -0.28
N -36.0554 4.9559 10.8402 -0.31
C -37.1521 3.9962 10.9151 -0.11
C -35.6153 5.3424 9.4845 -0.09
N -34.2425 6.5216 11.7638 -0.32
C -32.8803 6.6506 12.2129 -0.13
C -35.0440 7.7181 11.8220 -0.12
H -36.8492 6.8821 14.1484 0.09
H -37.9070 5.5527 14.0844 0.09
H -37.3424 6.2865 12.5639 0.04
H -34.5211 3.9925 14.6519 0.03
H -36.1792 3.6226 14.9900 0.08
H -35.4837 5.1537 15.5222 0.09
H -36.8395 3.0695 10.3587 0.09
H -37.4056 3.7521 11.9557 0.08
H -38.0310 4.3269 10.3630 0.08
H -36.4669 5.6142 8.8619 0.09
H -34.9688 6.2016 9.5081 0.06
H -35.0151 4.5389 9.0710 0.08
H -32.3578 5.7040 12.1344 0.04
H -32.3021 7.3443 11.5927 0.09
H -32.8293 7.0418 13.2199 0.07
H -34.8588 8.1049 12.8546 0.09
H -36.0761 7.4360 11.6454 0.05
H -34.7645 8.5536 11.1117 0.10
C -33.0344 -2.7157 12.6479 -0.10
N -34.1320 -3.4882 13.1971 -0.29
C -33.7830 -4.5717 14.1260 -0.08
P -35.7063 -2.9011 13.2519 0.56
O -36.0542 -2.2165 14.5063 -0.28
N -35.7324 -1.8057 12.0249 -0.29
C -36.3433 -0.4617 12.1973 -0.08
C -35.3129 -2.1127 10.6821 -0.12
N -36.5947 -4.3212 12.8217 -0.29
C -36.0864 -5.1492 11.7018 -0.10
C -37.9968 -4.3420 13.0721 -0.14
H -32.6436 -3.2878 11.8001 0.09
H -32.2811 -2.6147 13.4208 0.07
H -33.3733 -1.7378 12.3051 0.06
H -33.7688 -5.6266 13.8005 0.09
H -34.4527 -4.5656 14.9663 0.05
H -32.7900 -4.3964 14.5144 0.07
H -37.1867 -0.3907 11.5271 0.08
H -36.7805 -0.4180 13.1735 0.05
H -35.6996 0.3893 12.0188 0.07
H -34.7753 -1.3146 10.1909 0.08
H -34.6755 -3.0132 10.6917 0.07
H -36.1264 -2.3833 10.0126 0.08
H -36.3595 -6.1708 11.9519 0.08
H -36.5388 -4.8442 10.7547 0.08
H -35.0043 -5.0786 11.6167 0.06
H -38.1289 -3.7575 13.9696 0.04
H -38.3717 -5.3477 13.2774 0.09
H -38.6407 -3.9078 12.2815 0.09
C -24.9584 2.5247 19.9795 -0.11
N -26.2873 3.1431 19.7565 -0.30
C -26.2608 4.3942 18.9530 -0.11
P -27.3921 2.9942 21.0549 0.55
O -27.2661 1.7769 21.8482 -0.28
N -27.1703 4.3798 22.0961 -0.28
C -27.7563 5.7310 21.8890 -0.11
C -26.8805 4.0605 23.4787 -0.15
N -28.8424 3.3056 20.3154 -0.28
C -29.1537 2.5586 19.0039 -0.05
C -29.9691 3.5158 21.1825 -0.13
H -24.2805 3.0478 20.6504 0.08
H -24.4941 2.4074 18.9967 0.08
H -25.1335 1.5251 20.3754 0.07
H -27.2891 4.8208 19.0976 0.05
H -26.1310 4.2214 17.8671 0.07
H -25.5198 5.1557 19.3166 0.10
H -27.2144 6.5122 22.4038 0.08
H -27.7500 6.0526 20.8193 0.06
H -28.8045 5.7795 22.1536 0.06
H -27.7058 4.3698 24.1687 0.09
H -26.6639 2.9861 23.6156 0.07
H -25.9599 4.6289 23.7844 0.09
H -29.6693 1.5861 19.0906 0.07
H -29.7682 3.1933 18.3504 0.06
H -28.2384 2.3234 18.4354 0.08
H -29.6227 3.5969 22.2300 0.08
H -30.6093 2.6156 21.1294 0.06
H -30.5184 4.4005 20.8426 0.07
C -33.0246 -2.4276 24.6921 -0.12
N -32.5347 -1.5278 23.6702 -0.28
C -33.1428 -0.1903 23.6975 -0.13
P -30.9088 -1.6648 23.2002 0.54
O -30.4038 -2.9724 23.6484 -0.27
N -30.8802 -1.2881 21.5736 -0.29
C -31.6188 -2.2610 20.8264 -0.14
C -29.5342 -0.9995 21.0526 -0.07
N -30.1186 -0.3371 23.8455 -0.29
C -30.3333 1.0304 23.4610 -0.15
C -28.9755 -0.5257 24.7170 -0.09
H -32.3886 -3.3062 24.6697 0.07
H -34.0540 -2.6705 24.4544 0.07
H -32.9391 -2.0135 25.6954 0.08
H -34.2339 -0.2323 23.8526 0.08
H -32.9012 0.3963 22.8408 0.03
H -32.7634 0.4196 24.5222 0.07
H -32.6528 -2.3740 21.1044 0.05
H -31.6268 -1.8361 19.8325 0.07
H -31.1530 -3.2499 20.7837 0.09
H -29.0890 -0.1061 21.4915 0.06
H -28.8969 -1.8493 21.2580 0.09
H -29.5801 -1.0271 19.9728 0.07
H -30.8733 1.0962 22.5153 0.04
H -30.9014 1.6135 24.2195 0.09
H -29.3945 1.5753 23.2895 0.06
H -28.7618 -1.5704 24.8446 0.07
H -29.1586 -0.0716 25.7243 0.09
H -28.1517 -0.0016 24.2376 0.08
C -29.1617 1.8107 6.7907 -0.13
N -28.4932 1.1406 7.8821 -0.31
C -27.1796 0.6279 7.5370 -0.12
P -29.3938 0.0145 8.7631 0.53
O -29.7736 -1.1981 8.0202 -0.27
N -28.4122 -0.3286 10.0779 -0.29
C -27.7398 -1.6946 10.1320 -0.08
C -27.6701 0.6751 10.7952 -0.15
N -30.6143 1.0959 9.2221 -0.29
C -31.8836 0.4070 9.5424 -0.11
C -30.5453 2.3352 9.9526 -0.13
H -30.1223 2.1583 7.0483 0.05
H -29.4296 1.1263 6.0021 0.08
H -28.5649 2.6452 6.3293 0.10
H -26.6840 0.3299 8.4533 0.05
H -26.5575 1.4391 7.1336 0.09
H -27.1837 -0.1791 6.7725 0.10
H -28.2080 -2.3545 9.3866 0.07
H -26.6580 -1.6883 10.0042 0.07
H -27.9170 -2.0528 11.1526 0.08
H -26.5858 0.5897 10.7627 0.08
H -27.9150 1.6940 10.5096 0.04
H -27.8606 0.5534 11.8917 0.09
H -31.9980 -0.5039 8.9622 0.07
H -31.9594 0.0948 10.5910 0.06
H -32.7454 1.0525 9.3228 0.09
H -30.3966 2.1232 11.0117 0.06
H -31.4593 2.9420 9.8102 0.10
H -29.6478 2.8917 9.7013 0.06
C -39.2796 -2.5519 20.3774 -0.11
N -39.0944 -1.2762 19.6778 -0.29
C -38.9159 -0.0185 20.4969 -0.06
P -40.0717 -1.1605 18.3411 0.48
O -41.5204 -1.0288 18.5405 -0.27
N -39.3844 0.1830 17.5546 -0.28
C -38.1486 0.1249 16.7335 -0.09
C -40.2486 1.3737 17.4308 -0.13
N -39.6554 -2.4803 17.4416 -0.28
C -38.2951 -3.0263 17.1557 -0.10
C -40.7135 -3.0724 16.5820 -0.09
H -40.2426 -2.5852 20.8362 0.07
H -38.5844 -2.7979 21.1693 0.08
H -39.3095 -3.3335 19.6177 0.07
H -38.0407 -0.1674 21.1599 0.08
H -39.7755 0.0837 21.1333 0.07
H -38.8459 0.8366 19.8212 0.06
H -37.4446 -0.3900 17.3142 0.04
H -38.3054 -0.4161 15.8313 0.07
H -37.7660 1.1543 16.6378 0.07
H -41.1139 1.2726 18.0440 0.05
H -39.8097 2.3296 17.8524 0.08
H -40.5790 1.5765 16.4150 0.08
H -38.1288 -4.0767 17.3594 0.08
H -38.0126 -2.8415 16.1004 0.06
H -37.6793 -2.4389 17.8358 0.05
H -40.9950 -4.0806 16.7849 0.07
H -40.4245 -3.1008 15.5196 0.07
H -41.6117 -2.4531 16.5884 0.07
C -32.5004 1.2570 19.7280 -0.11
N -33.9191 1.4711 19.7887 -0.28
C -34.7125 0.2618 19.9825 -0.08
P -34.5210 2.9046 20.3809 0.55
O -33.6069 4.0344 19.9864 -0.28
N -36.0649 3.0387 19.8012 -0.30
C -36.7026 4.2599 20.2927 -0.11
C -36.2497 2.8872 18.3700 -0.11
N -34.7988 2.8089 22.0334 -0.29
C -35.9392 2.0973 22.6076 -0.10
C -33.7135 3.3305 22.8755 -0.08
H -31.9584 2.1670 19.5063 0.04
H -32.2468 0.4599 19.0252 0.07
H -32.1564 0.8904 20.6829 0.05
H -34.5456 -0.1456 21.0063 0.08
H -34.4095 -0.4772 19.2363 0.06
H -35.7873 0.4847 19.8570 0.07
H -37.8017 4.1819 20.2040 0.09
H -36.3519 4.3820 21.3242 0.08
H -36.4274 5.1537 19.7029 0.09
H -35.9088 3.8082 17.8581 0.08
H -35.7739 2.0006 17.9625 0.05
H -37.3376 2.7798 18.1231 0.08
H -35.7708 1.0303 22.9204 0.07
H -36.2528 2.7335 23.4593 0.10
H -36.7175 2.0436 21.8679 0.05
H -33.0131 3.8501 22.2211 0.06
H -33.1084 2.6119 23.4526 0.06
H -34.1447 4.0762 23.5124 0.07
C -34.9156 0.6351 15.5176 -0.10
N -33.6884 0.2199 16.1657 -0.25
C -33.6439 -1.1859 16.6576 -0.10
P -32.2111 0.9224 15.7867 0.53
O -31.1660 0.4747 16.7267 -0.27
N -31.9222 0.7322 14.1638 -0.29
C -32.8139 1.2194 13.1505 -0.14
C -30.7006 0.1420 13.6694 -0.10
N -32.5950 2.5406 15.8067 -0.25
C -31.7272 3.4394 14.9072 -0.04
C -32.9923 3.1080 17.0748 -0.12
H -35.0876 0.1090 14.5668 0.06
H -34.8389 1.6892 15.2677 0.05
H -35.7513 0.4246 16.1907 0.05
H -32.8765 -1.2756 17.4365 0.07
H -33.3046 -1.8204 15.8152 0.08
H -34.6315 -1.5597 16.9141 0.06
H -33.2512 0.4828 12.5046 0.05
H -33.6021 1.7873 13.6160 0.05
H -32.3383 1.9118 12.3963 0.08
H -30.2756 -0.3982 14.4732 0.04
H -30.9066 -0.5529 12.8450 0.08
H -29.9135 0.8952 13.4051 0.09
H -31.4674 2.9928 13.9942 0.03
H -32.2995 4.3452 14.6850 0.06
H -30.8376 3.8567 15.4171 0.07
H -33.6686 2.4664 17.6367 0.05
H -33.3885 4.1114 16.9944 0.06
H -32.1680 3.3106 17.7811 0.07
C -34.8378 -8.1727 15.8823 -0.12
O -33.5355 -7.6245 15.9088 -0.19
C -33.1667 -7.3256 17.2642 -0.18
C -33.2067 -5.8324 17.5086 -0.18
O -34.5239 -5.3041 17.3958 -0.13
C -34.6669 -3.9439 17.5157 -0.23
C -34.8783 -3.5209 18.9705 -0.19
O -33.8371 -4.0158 19.7874 -0.21
C -34.2887 -4.2205 21.1121 -0.11
H -35.1449 -8.2207 14.8300 0.09
H -35.5988 -7.6097 16.4172 0.08
H -34.7041 -9.1637 16.3512 0.09
H -32.0952 -7.6169 17.3802 0.13
H -33.7776 -7.8920 17.9876 0.13
H -32.5623 -5.3804 16.7379 0.12
H -32.8014 -5.6334 18.5267 0.13
H -35.5483 -3.6213 16.9195 0.12
H -33.7387 -3.4904 17.2000 0.09
H -35.7927 -4.0857 19.3193 0.13
H -35.0556 -2.4392 19.0532 0.10
H -34.5152 -3.2985 21.6678 0.08
H -33.3688 -4.6427 21.5149 0.10
H -35.1168 -4.9381 21.2495 0.10
C -23.9015 -5.0733 17.7756 -0.15
O -25.2382 -4.7671 17.8355 -0.16
C -26.0355 -5.9332 17.5383 -0.20
C -27.4504 -5.5774 17.4577 -0.23
O -27.8704 -5.1660 18.7035 -0.10
C -29.2588 -5.1558 18.8053 -0.21
C -29.9633 -3.9780 18.2168 -0.19
O -30.1255 -4.1049 16.7920 -0.20
C -29.9302 -2.9186 16.1126 -0.14
H -23.6812 -5.8234 18.5225 0.08
H -23.3759 -4.1742 18.0450 0.09
H -23.5619 -5.4444 16.7909 0.09
H -25.9202 -6.6679 18.3347 0.13
H -25.6416 -6.3864 16.6182 0.13
H -28.0386 -6.4616 17.1810 0.14
H -27.5918 -4.7275 16.7432 0.15
H -29.4627 -5.1999 19.8825 0.13
H -29.7729 -6.0247 18.2860 0.14
H -29.4465 -3.0507 18.4348 0.12
H -30.9769 -3.9445 18.6747 0.11
H -29.0071 -2.3617 16.2297 0.09
H -30.7342 -2.2212 16.4014 0.07
H -30.0296 -3.2097 15.0589 0.09
C -33.1539 12.5097 15.9085 -0.11
O -32.6039 11.2160 15.8845 -0.18
C -33.2584 10.4033 16.8093 -0.25
C -32.7231 9.0274 16.7644 -0.18
O -33.6900 8.1888 17.3978 -0.12
C -33.3107 6.8611 17.4332 -0.21
C -32.2753 6.6126 18.5570 -0.20
O -30.9977 6.8353 18.0350 -0.24
C -29.9410 6.3877 18.8872 -0.09
H -32.8165 13.0162 16.8344 0.09
H -34.2579 12.4048 15.8317 0.10
H -32.7342 13.0987 15.0912 0.09
H -34.3303 10.3372 16.5740 0.13
H -33.2141 10.8677 17.7911 0.13
H -31.7530 9.0151 17.2687 0.13
H -32.6037 8.7777 15.7444 0.12
H -32.8402 6.4387 16.5040 0.13
H -34.1908 6.2310 17.7022 0.12
H -32.3950 5.6080 19.0019 0.09
H -32.5346 7.3559 19.3547 0.15
H -29.9169 6.9512 19.8586 0.11
H -28.9771 6.5309 18.4089 0.07
H -30.1288 5.3289 19.0549 0.06
```

Its SMILES is CN(C)P(=O)(N(C)C)N(C)C.CN(C)P(=O)(N(C)C)N(C)C.CN(C)P(=O)(N(C)C)N(C)C.CN(C)P(=O)(N(C)C)N(C)C.CN(C)P(=O)(N(C)C)N(C)C.CN(C)P(=O)(N(C)C)N(C)C.CN(C)P(=O)(N(C)C)N(C)C.CN(C)P(=O)(N(C)C)N(C)C.CN(C)P(=O)(N(C)C)N(C)C.COCCOCCOC.COCCOCCOC.COCCOCCOC. Its molecular weight is 2015.361 g/mol. The relative energy (zero: lowest compared OMol25 entry of this formula, charge and spin) comes out at 0.0 kJ/mol. The gap between HOMO and LUMO is 0.314 Ha. Its multiplicity is 1. The net charge is 0. The calculation puts the LUMO energy at 0.28 eV.